(1)
Molecular formula: H29O14
Method: DFT, wB97M-V/def2-TZVPD

```
43
Properties=species:S:1:pos:R:3:forces:R:3
O -2.736100 2.257144 -1.949720 2.8 -0.6 -0.3
H -0.153842 1.232930 2.902692 -0.7 0.4 0.3
O 0.299510 -0.707346 -0.197650 0.8 -0.7 -0.5
H 1.784769 2.699284 -1.925692 0.0 -0.3 0.2
H -0.029057 -0.264940 0.577377 0.4 -0.4 0.5
O -2.829327 2.702279 0.420633 -1.9 2.0 0.2
H 2.656361 -1.805177 -3.661982 0.6 0.0 0.3
H -3.268688 2.341186 1.202060 0.7 0.1 0.5
O 1.008140 2.247037 -2.279595 0.1 0.5 -0.1
H -2.770819 0.277193 3.041669 0.3 -0.5 0.2
H 0.896782 2.742900 -3.100350 -0.2 -0.1 -0.1
O 3.341839 0.731946 2.771800 -0.9 0.7 0.5
H 3.885155 -0.037693 2.933660 0.3 0.0 -0.4
H 3.718261 1.291455 2.091060 0.5 -0.3 0.0
O -1.519300 0.983858 -0.272458 0.1 -1.5 -0.9
H -0.620899 0.699736 -3.520055 0.2 -0.3 -0.1
H 1.385866 -1.381645 -4.314386 0.3 0.3 -0.2
O 2.771432 -3.495216 -2.108824 0.0 -0.1 -0.1
H 3.139030 -4.377713 -1.974730 0.1 0.1 0.1
H 1.206029 -0.382002 -0.275876 0.1 -0.4 0.1
O -0.393192 1.826070 2.171823 1.2 -0.7 0.1
H 0.518720 2.005719 1.894948 -0.1 0.6 -0.3
H -0.774639 -0.046885 -2.184963 0.0 -0.1 -0.3
O -3.345719 0.512831 2.310119 -0.6 0.6 -0.9
H -3.484829 1.873324 -1.462416 -0.1 0.2 0.0
H -2.106044 2.557770 -1.166105 -1.9 -0.7 -1.2
O 2.898715 -1.636484 1.224892 -0.8 0.9 -0.2
H -0.058466 -3.533556 2.298633 -0.3 0.3 -0.2
H -1.970949 3.093540 0.588044 -0.1 -0.2 1.2
O 2.335323 -1.174902 -4.307227 -0.9 -0.1 0.0
H -0.949044 0.767861 0.454929 0.0 0.9 0.4
H -2.118619 1.456460 -2.273371 -1.2 0.4 -0.4
O -1.202001 -0.978008 3.149539 -0.9 0.1 -0.5
H -4.144017 -0.022661 2.366647 0.1 0.0 0.3
H -0.414879 -0.484610 2.922160 0.3 -0.4 -0.1
O -0.657991 -3.018586 1.735512 0.3 -0.5 -0.5
H -1.418084 -1.527295 2.337270 0.7 0.4 1.5
H -0.104236 -2.580266 1.072383 0.2 -0.3 -0.1
O -1.215561 0.102602 -3.048659 -0.2 0.9 0.8
H 3.518698 -1.750460 0.501505 0.2 -0.7 0.3
H -2.363786 0.644942 0.050726 0.0 0.2 0.2
H 2.988385 -2.257523 1.945716 0.6 -0.4 -0.3
H 2.297079 -3.585098 -2.941751 -0.1 -0.2 0.0
```
Forces are in eV/Å.

Output
HOMO energy, eV: -13.66
Spin multiplicity: 1
Charge: +1
DFT total energy, Eh: -1070.41685
LUMO, eV: -3.023


(2)
Molecular formula: H29O14
Method: DFT, wB97M-V/def2-TZVPD

```
43
Properties=species:S:1:pos:R:3:forces:R:3
O 0.902402 -2.336343 -3.424400 1.0 -0.2 2.2
H 4.689460 1.889045 0.178543 2.2 -1.4 1.8
O -1.236703 -3.843360 0.624192 0.6 1.5 -0.6
H 0.625627 2.840675 -2.723098 0.1 0.1 -0.2
H -2.113218 -4.243791 0.731184 0.1 0.5 0.4
O -3.628339 0.788733 -1.387502 -0.5 -2.5 -0.1
H -1.032584 1.270104 3.194110 -0.3 -1.3 -0.5
H -3.311898 1.545926 -1.806925 0.6 2.2 -0.7
O 0.401894 2.213782 -2.033080 0.3 -1.4 -0.1
H -2.722475 2.628948 1.532093 -2.4 -0.7 1.2
H 0.725962 1.329362 -2.343403 -0.3 1.2 0.4
O 3.285296 0.779697 2.785818 -1.5 1.1 -1.6
H 3.999515 0.316854 3.155327 1.2 -0.7 1.5
H 2.592736 1.000628 3.419646 0.6 -0.3 0.2
O -2.832817 -1.316591 1.089477 2.2 3.2 3.1
H -0.628660 -2.480788 -2.318351 -2.2 -1.8 0.9
H -2.319336 0.591912 3.511543 0.0 -0.3 -0.2
O -1.275923 -3.264208 -1.908718 0.5 -0.2 0.6
H -2.253205 -3.158925 -2.152957 2.2 0.4 0.3
H -1.171515 -2.948214 1.081252 -0.9 -1.6 -0.4
O 4.067604 2.327407 -0.321583 -2.4 1.3 -2.0
H 4.537979 2.980626 -0.844882 0.1 0.0 0.0
H -2.199554 -0.618892 -1.186493 -0.4 0.7 -0.1
O -3.552072 2.159137 1.904651 5.2 -2.9 -3.4
H 1.367696 -2.757523 -2.618370 -0.7 1.0 -2.0
H 1.419806 -1.508868 -3.575636 -0.4 -0.8 0.3
O 2.792079 -0.234059 -1.989323 -1.9 3.9 -0.6
H 3.285975 -0.995056 1.601941 -0.5 -0.8 -0.2
H -3.904818 0.967322 -0.505919 -0.3 0.7 1.1
O -1.481255 0.391186 3.063007 0.3 1.5 0.6
H -2.205161 -0.566741 1.596304 -1.2 -2.2 -2.3
H -1.444762 -0.188095 -2.548453 -1.0 -1.6 1.9
O 0.229328 3.849058 0.774288 -1.3 -0.2 0.5
H -4.103342 2.716363 2.317614 -2.9 3.7 2.2
H 0.608313 3.098668 0.353229 0.0 -1.5 -0.8
O 3.206361 -1.973900 1.683810 -1.1 1.8 -3.1
H 0.978291 4.402869 0.734814 1.2 1.7 0.3
H 3.587113 -2.087538 2.497750 1.4 -1.0 3.3
O -1.691202 -0.958172 -1.928977 1.4 1.9 -2.0
H 2.931598 0.748488 -1.711072 -0.1 -2.5 -0.5
H -3.415642 -1.245676 1.873779 -0.6 -0.8 -0.8
H 3.481324 -0.695445 -1.593966 2.0 -1.3 1.2
H -1.191885 -3.414600 -0.781245 -0.2 -0.1 -1.4
```
Forces are in eV/Å.

Output
HOMO energy, eV: -13.77
Spin multiplicity: 1
Charge: +1
DFT total energy, Eh: -1070.43742
LUMO, eV: -2.585


(3)
Molecular formula: H29O15
Method: DFT, wB97M-V/def2-TZVPD

```
44
Properties=species:S:1:pos:R:3:forces:R:3
O -3.334584 1.200015 1.466938 0.1 -1.2 1.1
H -2.483611 0.870742 1.797511 0.7 1.0 -0.7
H 1.807450 1.300878 3.999657 0.5 -0.6 0.6
O 1.576946 1.193490 0.796348 -1.1 -2.0 0.0
H 0.628265 0.959864 0.837851 -0.4 1.5 0.4
H 1.661409 0.281039 0.440797 1.6 0.2 -0.3
O 1.890036 2.000589 4.668233 -0.6 -0.1 -1.4
H -1.156388 -3.714197 0.496410 -0.1 0.5 0.0
H -2.153692 -0.290618 -0.734613 0.5 0.2 -0.3
O 3.957522 -0.121594 -0.242327 0.1 0.1 0.3
H -0.639133 -5.378423 0.197277 -0.3 0.1 -0.3
H 3.812117 -0.304169 -1.166103 0.0 -0.2 -0.9
O -1.150643 -3.232033 3.609282 0.4 0.2 1.5
H -2.037154 -3.150311 3.267151 0.1 -0.2 -0.7
H 3.668169 -2.049951 -1.299288 0.3 -0.1 0.9
O -1.244160 4.330896 -1.288694 0.8 0.1 0.1
H -0.548038 -0.879914 -3.298551 0.1 -1.0 0.1
H -0.654235 4.671886 -0.598176 -0.7 0.8 0.3
O -1.968097 -3.505997 0.968557 -0.2 -0.7 0.1
H -0.566797 -3.518536 2.912918 -0.3 0.0 -0.5
H -2.257215 -2.657294 0.620987 0.3 0.6 -0.3
O 0.517951 -0.795116 -1.303625 0.0 0.5 0.4
H -0.672003 -0.730809 -0.183170 -0.3 0.1 -1.7
H -3.753222 0.380113 1.779342 -1.0 0.4 -0.5
O -0.013933 -5.294814 -0.524735 0.7 -0.5 0.0
H -0.193320 -4.534774 -1.082290 -0.4 0.1 0.1
H 1.454097 2.649226 4.095349 0.1 0.7 0.7
O -0.362832 -1.313702 -4.161046 0.0 1.2 0.5
H 3.986104 0.837232 -0.262392 0.1 0.3 0.4
O 0.088671 3.307226 0.750358 -0.1 0.7 0.6
H 0.822027 3.279647 1.373701 0.0 -0.1 0.0
H 0.223749 -0.615721 -4.481166 0.1 -0.4 -0.6
O 2.058924 1.300445 -2.254061 1.0 1.6 0.1
H 2.146858 0.867249 -1.394924 -0.9 -0.4 -0.6
H 1.767138 0.674712 -2.906989 -0.3 -0.8 0.4
O 3.533961 -2.357081 -2.184992 -0.3 -0.1 -0.6
H 2.570452 -2.343856 -2.259564 -0.1 0.1 -0.3
H 1.118251 -1.409150 -0.902271 0.5 -0.8 0.2
O -1.661861 -0.697804 -0.024644 -0.8 -0.6 1.9
H -0.780234 3.493239 -1.293750 -0.6 -0.8 -0.9
H 0.507568 2.992255 -0.046882 0.5 -0.5 -0.3
O -3.972774 4.132662 -0.210971 0.0 -0.5 -0.1
H -4.199839 3.359121 0.319807 0.0 0.1 0.1
H -3.217696 3.805142 -0.725803 0.1 0.5 0.1
```
Forces are in eV/Å.

Output
HOMO energy, eV: -6.06
Spin multiplicity: 1
Charge: -1
DFT total energy, Eh: -1145.99765
LUMO, eV: 2.345


(4)
Molecular formula: H29O15
Method: DFT, wB97M-V/def2-TZVPD

```
44
Properties=species:S:1:pos:R:3:forces:R:3
O 0.897084 3.680634 -0.191442 0.1 -0.1 2.2
H 0.615857 4.221746 -0.882322 -0.8 1.1 -1.8
H 2.989627 1.712368 -3.622509 0.8 0.6 0.4
O 1.626067 1.334309 -0.574131 -6.8 -2.7 -0.1
H 2.470693 1.537726 -0.520718 6.1 1.6 0.2
H 1.587420 -0.174659 -0.148839 0.0 0.1 0.3
O 2.551415 1.296523 -4.354271 -0.9 -0.9 0.4
H 0.721644 1.053167 -1.706278 0.3 0.1 -1.3
H -0.754930 -0.691406 0.838885 0.3 0.3 -1.8
O 1.032341 -2.112254 -4.918261 0.6 1.7 -3.6
H 4.977695 -1.465609 1.268082 0.6 3.1 -1.6
H 1.534116 -1.288857 -4.823190 -0.1 -0.3 0.1
O 0.124910 -4.143317 0.736643 -1.1 -0.9 -0.2
H -0.712026 -4.630202 0.607479 0.7 -0.4 0.1
H 0.097494 -3.669972 -1.051512 0.2 0.1 -1.7
O -5.278720 0.435140 0.383336 -0.9 -0.7 0.2
H -1.560028 1.313595 -1.042245 -1.2 1.9 1.7
H -5.025705 1.230095 -0.090416 0.8 0.0 0.3
O 0.300118 1.110891 -2.675389 0.2 0.4 0.7
H -0.264362 -3.287553 0.858126 0.1 1.2 0.7
H -0.335500 0.444537 -2.905810 -0.3 -0.6 0.1
O -2.986607 3.540293 2.977049 -1.7 0.5 1.8
H -2.849453 2.612624 3.011362 -0.2 -1.7 0.3
H 0.827690 2.738459 -0.454215 0.7 -0.2 -0.1
O 4.901559 -0.489150 0.849628 -1.6 -4.0 2.5
H 3.931385 -0.491208 1.095259 0.9 0.9 -1.0
H 1.811782 0.915149 -3.811025 0.0 0.5 -0.7
O -2.372028 1.769532 -0.633774 -0.1 -0.9 -0.9
H 0.927735 -2.456959 -4.089968 -0.4 -1.4 3.6
O 2.181406 -2.299191 4.001886 -0.5 -5.4 1.4
H 1.635125 -2.070355 4.717920 -1.0 0.7 1.2
H -2.325277 2.369157 0.136492 1.3 -0.9 -0.9
O -3.793195 0.752533 2.970544 4.9 1.3 2.3
H -4.165096 0.777084 3.822409 -1.4 -0.2 1.1
H -4.321265 0.541854 2.290857 -3.3 -0.7 -2.1
O 0.508323 -3.251228 -1.864485 2.4 0.9 4.0
H 1.311849 -2.877501 -1.241423 -2.3 -0.8 -2.9
H -2.419178 3.781644 2.302844 1.9 1.3 -2.1
O -0.685835 -0.287481 1.673128 -0.2 1.3 2.9
H -4.691763 0.223397 1.118101 0.0 0.2 -1.8
H 2.456556 -1.580196 3.575332 1.5 4.7 -2.6
O 1.740974 -1.073185 0.319471 1.0 -0.1 -0.2
H -0.182888 0.562816 1.728659 -0.4 -1.5 -1.1
H 0.963004 -1.615008 0.318750 -0.4 0.1 0.0
```
Forces are in eV/Å.

Output
HOMO energy, eV: -6.51
Spin multiplicity: 1
Charge: -1
DFT total energy, Eh: -1145.93335
LUMO, eV: 2.106


(5)
Molecular formula: H29O15
Method: DFT, wB97M-V/def2-TZVPD

```
44
Properties=species:S:1:pos:R:3:forces:R:3
O -0.589905 -2.835368 1.207008 -0.1 -0.2 0.1
H -1.229710 -2.445809 0.600754 0.4 0.3 0.0
H -0.100852 1.395771 -4.112450 0.1 0.0 0.7
O -2.629321 0.410890 1.895576 -2.5 -0.8 0.0
H -2.537201 1.327328 2.171469 1.6 -0.1 -0.1
H -1.891649 -0.158660 1.699928 1.0 1.0 0.3
O 0.633151 1.908489 -3.756859 0.4 0.3 -0.4
H 4.259499 -0.685173 -0.661522 0.2 0.0 -0.2
H 1.950379 -0.472764 2.204687 -0.2 -0.1 0.1
O -0.723304 2.848973 2.432378 -0.4 0.4 -0.6
H -1.388937 3.537675 0.904145 0.0 0.0 0.1
H -0.556669 3.422666 3.185948 0.0 0.1 -0.1
O 3.115848 3.555848 0.120109 -0.3 0.3 0.1
H 2.260507 3.225330 0.481446 0.7 -0.3 -0.2
H 1.148871 1.040127 1.068772 -0.6 -0.1 0.3
O 1.653929 -5.004708 -0.484421 0.8 0.1 0.3
H -1.637253 2.260720 -0.446561 -0.2 -1.5 -0.6
H 0.956988 -4.768889 0.133240 -0.4 -0.2 -0.4
O 4.079506 -0.030661 -1.348854 -0.3 -0.3 0.3
H 2.893759 4.048709 -0.673019 0.0 0.0 0.0
H 3.222170 0.308259 -1.062407 0.1 0.3 -0.1
O -0.154255 0.628576 3.742502 0.1 0.9 -1.0
H -1.098962 0.447723 3.708630 0.0 -0.1 0.2
H 0.285037 -2.655523 0.845461 -0.2 0.2 -0.1
O -1.364172 3.672512 -0.086372 0.4 0.6 0.8
H -0.402424 3.718755 -0.184962 -0.1 0.1 -0.3
H 2.365842 0.472120 3.301456 -0.2 -0.2 0.1
O -1.814991 1.268761 -0.703495 -0.9 0.3 0.3
H -2.625340 1.039872 -0.193350 0.9 0.2 -0.3
O -0.897944 -1.183794 -2.029832 -0.6 -0.5 0.0
H -0.109411 -0.814258 -2.432925 0.0 0.2 0.1
H -1.472974 -0.457545 -1.732945 0.6 0.5 0.1
O -1.476830 -3.006358 -4.181480 -0.2 1.1 -0.1
H -1.698593 -2.361529 -3.481419 0.2 -0.7 0.4
H -1.209243 -2.348439 -4.839263 0.1 -0.6 -0.4
O 1.136895 1.986499 0.977921 0.2 1.4 -0.7
H 0.375785 2.504132 1.464700 0.2 -1.4 0.7
H -0.127304 1.443481 3.115265 -0.4 -0.8 1.1
O 2.415159 -0.456919 3.043391 0.6 0.0 -0.1
H 1.288704 -5.320638 -1.311300 -0.5 0.1 0.1
H 0.824890 1.691193 -2.837358 -0.5 -0.2 -0.2
O -2.170584 -4.660040 -0.655786 0.4 -0.9 -0.3
H -3.127328 -4.711771 -0.627167 0.0 0.6 0.1
H -1.831763 -3.785576 -0.461036 -0.5 0.0 0.0
```
Forces are in eV/Å.

Output
HOMO energy, eV: -6.78
Spin multiplicity: 1
Charge: -1
DFT total energy, Eh: -1146.03511
LUMO, eV: 2.173